The following is a quantum chemistry calculation of a single C4H11N2O molecule in a non-equilibrium geometry, from OMol25.

The geometry in XYZ format:
```
18
Properties=species:S:1:pos:R:3
O -0.60568 1.30206 -2.36042
C -0.96893 0.56955 -1.38944
C 0.04479 0.18787 -0.31020
C -0.12366 -1.14958 0.34129
C -0.51173 -1.03732 1.85900
N 0.37526 -0.08769 2.51600
N 1.34903 0.38352 -1.05853
H -2.00192 0.18500 -1.33898
H -0.00581 0.99833 0.41519
H 0.82033 -1.69852 0.40068
H -0.88673 -1.70770 -0.20547
H -0.43596 -2.03586 2.29805
H -1.54614 -0.71551 1.86531
H 1.30522 -0.49550 2.60700
H 0.11794 0.15505 3.46354
H 1.38388 1.27299 -1.56871
H 2.06507 0.20570 -0.35501
H 1.36987 -0.25149 -1.87148
```

Energy: -9350.679 eV
<S²>: 0.7533
Multiplicity: 2



The following is a quantum chemistry calculation of 2 unconnected molecules or ions with the total composition C4H11N2O in a non-equilibrium geometry, from OMol25.

The geometry in XYZ format:
```
18
Properties=species:S:1:pos:R:3
C -0.77761 -0.97288 1.64045
C -2.29524 0.25894 0.39351
N -1.41156 -0.65454 0.34665
H -1.51767 -1.18834 2.43254
H -0.20905 -0.10365 2.03100
H -0.10518 -1.82248 1.47184
H -2.52364 0.89306 -0.46973
H -2.98244 0.35431 1.23617
O 2.65856 -0.04105 0.39679
C 2.14123 0.93767 -0.12223
C 1.02059 0.84104 -1.16927
N 0.57292 -0.56510 -1.34395
H 2.44215 1.97797 0.07191
H 0.22179 1.49532 -0.83661
H 1.32361 1.28658 -2.11042
H 0.44735 -0.75952 -2.33216
H 1.27322 -1.21911 -0.97687
H -0.27905 -0.71823 -0.65960
```

Energy: -9346.030 eV
Net charge: +1



Copy entry 2 word for word.
The following is a quantum chemistry calculation of 2 unconnected molecules or ions with the total composition C4H11N2O in a non-equilibrium geometry, from OMol25.

The geometry in XYZ format:
```
18
Properties=species:S:1:pos:R:3
C -0.77761 -0.97288 1.64045
C -2.29524 0.25894 0.39351
N -1.41156 -0.65454 0.34665
H -1.51767 -1.18834 2.43254
H -0.20905 -0.10365 2.03100
H -0.10518 -1.82248 1.47184
H -2.52364 0.89306 -0.46973
H -2.98244 0.35431 1.23617
O 2.65856 -0.04105 0.39679
C 2.14123 0.93767 -0.12223
C 1.02059 0.84104 -1.16927
N 0.57292 -0.56510 -1.34395
H 2.44215 1.97797 0.07191
H 0.22179 1.49532 -0.83661
H 1.32361 1.28658 -2.11042
H 0.44735 -0.75952 -2.33216
H 1.27322 -1.21911 -0.97687
H -0.27905 -0.71823 -0.65960
```

Energy: -9346.030 eV
Net charge: +1



Please write out number 1 again, unchanged.
The following is a quantum chemistry calculation of a single C4H11N2O molecule in a non-equilibrium geometry, from OMol25.

The geometry in XYZ format:
```
18
Properties=species:S:1:pos:R:3
O -0.60568 1.30206 -2.36042
C -0.96893 0.56955 -1.38944
C 0.04479 0.18787 -0.31020
C -0.12366 -1.14958 0.34129
C -0.51173 -1.03732 1.85900
N 0.37526 -0.08769 2.51600
N 1.34903 0.38352 -1.05853
H -2.00192 0.18500 -1.33898
H -0.00581 0.99833 0.41519
H 0.82033 -1.69852 0.40068
H -0.88673 -1.70770 -0.20547
H -0.43596 -2.03586 2.29805
H -1.54614 -0.71551 1.86531
H 1.30522 -0.49550 2.60700
H 0.11794 0.15505 3.46354
H 1.38388 1.27299 -1.56871
H 2.06507 0.20570 -0.35501
H 1.36987 -0.25149 -1.87148
```

Energy: -9350.679 eV
<S²>: 0.7533
Multiplicity: 2



Question: energy of number 1 (C4H11N2O)?
Answer: -9350.679 eV



Question: energy of number 2 (C4H11N2O)?
Answer: -9346.030 eV